[1]
Here is a molecular structure, C28H23MoN3O5S5 in a non-equilibrium geometry from the OMol25 dataset. Energies are from ωB97M-V with the def2-TZVPD basis set.

```
65
Properties=species:S:1:pos:R:3:forces:R:3
Mo 8.177 11.107 10.300 0.81 0.26 -0.23
C 8.425 14.412 9.093 -1.02 0.43 0.31
C 8.376 13.427 8.009 -0.15 -0.44 0.38
C 8.551 13.882 6.745 -0.13 1.66 -1.93
C 8.421 13.044 5.650 -0.33 -1.67 1.48
C 8.092 11.709 5.946 -0.14 0.60 -0.17
C 7.854 11.313 7.261 0.99 0.04 -1.00
N 8.062 12.146 8.270 0.03 0.55 0.60
C 7.449 9.937 7.594 0.09 -0.02 -0.24
C 7.138 9.009 6.645 -1.16 -3.06 -0.58
C 6.649 7.694 7.009 1.16 3.29 1.54
C 6.491 7.487 8.390 0.07 -0.04 -2.76
C 6.819 8.476 9.276 -0.38 0.41 0.81
N 7.339 9.630 8.879 -0.47 0.32 1.47
C 6.583 8.199 10.734 1.71 -3.24 -0.44
C 7.274 7.070 11.235 0.28 0.74 0.02
C 7.249 6.830 12.608 0.39 -1.13 -1.74
C 6.394 7.566 13.373 -0.38 1.05 0.50
C 5.603 8.556 12.772 1.02 -0.57 0.35
C 4.743 9.413 13.646 -0.85 -0.40 -0.61
N 5.731 8.806 11.474 -1.80 2.43 0.65
H 7.969 15.383 8.886 0.10 -0.17 -0.62
H 7.807 13.997 9.832 -0.78 -0.41 1.61
H 9.368 14.591 9.522 1.39 -0.03 0.38
H 8.662 14.985 6.685 0.24 -0.95 -0.43
H 8.524 13.288 4.623 0.22 0.65 -0.60
H 7.994 11.001 5.140 -0.06 -0.02 -0.05
H 7.212 9.197 5.593 0.11 0.33 -0.24
H 6.401 6.981 6.259 -0.14 -0.45 -0.30
H 6.079 6.570 8.687 -0.45 -1.01 0.78
H 7.957 6.530 10.587 -0.12 0.00 0.14
H 7.905 6.020 12.930 -0.31 0.30 0.52
H 6.369 7.530 14.446 -0.01 -0.43 0.34
H 3.833 9.677 13.109 -0.15 -0.11 0.02
H 4.479 8.888 14.569 0.11 0.24 -0.11
H 5.203 10.365 13.849 0.45 0.18 0.31
O 11.363 9.253 8.301 0.89 -0.58 0.01
C 10.922 9.773 9.298 -0.49 0.70 -0.71
O 9.797 10.399 9.265 -0.67 0.46 0.11
C 11.592 9.677 10.650 1.11 -0.76 -0.68
C 10.997 8.378 11.209 1.54 -0.12 2.41
C 11.650 8.170 12.655 -0.65 1.73 -0.52
C 10.919 9.074 13.677 -0.95 -0.55 -1.21
C 8.960 9.659 11.784 0.93 -0.27 -0.35
O 9.595 8.445 11.332 0.12 -0.32 -0.44
C 11.395 10.840 11.642 -0.52 0.25 -0.41
C 10.995 12.211 10.998 1.52 -1.39 -0.47
O 11.934 12.868 10.588 -0.97 0.39 0.14
O 9.732 12.387 10.928 -0.52 1.00 0.12
H 12.711 9.549 10.474 -1.47 0.05 0.20
H 11.289 7.471 10.662 -0.47 0.58 -0.44
H 11.515 7.172 13.022 0.32 -0.68 -0.10
H 12.705 8.500 12.623 -0.34 -0.65 -0.07
H 10.070 8.529 14.093 0.03 0.13 0.22
H 11.551 9.427 14.451 0.54 0.38 0.82
H 8.218 9.284 12.447 -0.85 -0.01 0.71
H 12.298 10.919 12.210 0.61 0.47 0.31
S 5.654 13.188 15.830 0.36 0.06 -0.31
C 6.109 12.848 14.283 1.36 -0.46 0.35
S 5.056 12.896 12.968 -0.87 0.05 -0.86
C 6.080 12.088 11.790 -0.57 0.41 -0.15
C 7.323 11.781 12.152 0.24 0.18 0.13
S 10.137 10.510 12.868 0.04 -0.69 0.15
S 7.757 12.289 13.763 -1.12 0.10 0.45
S 5.673 11.771 10.109 0.48 0.19 0.43
```
Forces are in eV/Å.

## Properties
**Charge**: 0
**Orbital gap (spin up / spin down)**: 6.1 / 6.1 eV
**Expectation value of S²**: 2.025
**2S+1**: 3
**Energy above the lowest of the compared OMol25 structures with the same formula, charge and spin**: 28.5 kcal/mol


[2]
Here is a molecular structure, C28H23N4O5PPtS2 from the OMol25 dataset. Energies are from ωB97M-V with the def2-TZVPD basis set.

```
64
Properties=species:S:1:pos:R:3:forces:R:3
Pt -0.273 -0.078 1.005 -0.16 -0.18 -0.17
N 5.046 5.450 3.514 -0.04 -0.04 -0.04
C 4.279 4.683 2.753 0.08 0.09 0.09
C 3.351 5.279 1.844 -0.09 0.00 -0.08
C 2.583 4.479 1.049 -0.05 0.13 -0.01
C 2.711 3.082 1.143 -0.05 -0.06 -0.02
C 3.608 2.477 2.035 0.09 -0.07 0.07
C 4.386 3.261 2.840 -0.01 -0.12 -0.01
S 1.739 2.060 0.042 0.44 -0.02 -0.12
O 1.652 2.796 -1.176 -0.09 -0.13 0.05
O 2.296 0.729 0.098 0.00 0.15 -0.04
N 0.332 1.877 0.790 -0.32 0.30 0.11
C -0.845 2.591 0.542 0.19 -0.03 0.15
N -0.881 3.888 0.356 -0.06 -0.01 -0.05
C -2.111 4.392 0.198 0.02 -0.05 0.01
C -3.256 3.612 0.260 -0.05 -0.02 0.00
C -3.096 2.253 0.480 0.03 0.04 -0.06
N -1.874 1.743 0.608 0.03 0.02 -0.07
H 4.999 6.459 3.466 -0.02 -0.01 -0.01
H 5.717 5.055 4.160 -0.02 -0.02 -0.01
H 3.281 6.358 1.795 -0.02 0.01 -0.03
H 1.879 4.897 0.341 0.00 0.02 0.01
H 3.683 1.398 2.059 0.01 0.00 0.02
H 5.089 2.827 3.539 0.00 -0.04 -0.02
H -2.174 5.460 0.028 0.00 0.00 0.00
H -4.237 4.049 0.145 -0.01 -0.01 0.01
H -3.928 1.565 0.547 -0.01 0.00 0.00
O -1.101 -2.579 4.029 -0.05 -0.07 0.01
S -0.898 -2.179 2.688 0.26 0.12 -0.06
O 0.460 -1.586 2.382 -0.10 -0.20 0.10
O -1.844 -1.138 2.146 -0.03 -0.01 0.10
C -1.030 -3.564 1.599 -0.05 -0.02 0.07
C -1.180 -4.812 2.175 -0.03 -0.04 -0.03
C -1.237 -5.940 1.360 0.00 0.09 0.10
C -1.140 -5.807 -0.012 0.01 0.03 -0.04
C -0.987 -4.548 -0.584 -0.03 -0.04 -0.07
C -0.937 -3.407 0.211 0.05 -0.06 0.00
P -0.756 -1.812 -0.618 0.03 0.21 0.14
C 0.664 -1.910 -1.704 -0.06 0.06 -0.13
C 1.674 -2.842 -1.464 0.06 0.00 0.10
C 2.817 -2.835 -2.247 0.00 -0.01 0.00
C 2.964 -1.898 -3.259 -0.02 0.04 -0.01
C 1.967 -0.958 -3.491 0.03 -0.04 0.01
C 0.823 -0.957 -2.716 0.02 -0.02 -0.07
C -2.303 -1.422 -1.443 0.03 -0.04 -0.08
C -3.371 -2.319 -1.427 0.02 0.01 0.02
C -4.562 -1.990 -2.057 0.02 -0.02 0.02
C -4.693 -0.774 -2.707 0.01 0.03 -0.02
C -3.636 0.128 -2.719 -0.01 0.00 0.01
C -2.450 -0.187 -2.080 -0.04 0.04 -0.01
H -1.251 -4.894 3.250 0.01 -0.02 0.01
H -1.353 -6.918 1.807 -0.01 0.00 0.01
H -1.180 -6.680 -0.649 0.00 0.00 -0.01
H -0.907 -4.462 -1.661 0.00 0.03 0.00
H 1.581 -3.573 -0.671 -0.02 0.01 0.01
H 3.593 -3.566 -2.063 0.00 0.00 -0.01
H 3.857 -1.900 -3.870 0.01 0.00 0.00
H 2.080 -0.225 -4.278 0.01 0.00 -0.01
H 0.058 -0.221 -2.919 0.00 -0.03 0.01
H -3.285 -3.272 -0.924 0.00 -0.02 0.02
H -5.385 -2.691 -2.040 0.00 0.00 0.00
H -5.621 -0.525 -3.204 0.00 0.00 0.00
H -3.737 1.079 -3.227 0.00 0.00 0.01
H -1.648 0.540 -2.073 0.02 0.03 0.04
```
Forces are in eV/Å.

## Properties
**Charge**: +2
**Orbital gap (spin up / spin down)**: 8.0 / 5.2 eV
**Expectation value of S²**: 6.046
**2S+1**: 5


[3]
Here is a molecular structure, C28H23N6PtTe in a non-equilibrium geometry from the OMol25 dataset. Energies are from ωB97M-V with the def2-TZVPD basis set.

```
59
Properties=species:S:1:pos:R:3:forces:R:3
Pt 0.016 0.052 0.030 0.49 0.26 -0.69
C -2.688 -0.461 -3.275 -0.63 -0.21 0.13
C -1.549 -0.146 -2.557 0.58 0.20 0.13
N -1.509 -0.274 -1.230 -0.85 -0.26 -0.39
C -2.649 -0.698 -0.601 0.08 0.06 -0.74
C -3.768 -1.008 -1.367 0.07 -0.01 0.53
N -3.795 -0.901 -2.683 0.25 0.13 -0.36
C -2.572 -0.788 0.861 0.24 0.02 0.46
C -3.561 -1.149 1.758 -0.06 -0.01 -0.01
C -3.293 -1.163 3.133 0.33 0.11 -0.23
C -2.000 -0.809 3.545 -0.02 -0.01 0.05
C -1.043 -0.461 2.612 -0.39 -0.11 -0.26
N -1.355 -0.456 1.309 -0.88 -0.30 0.86
C 0.355 -0.069 2.845 0.61 0.18 -0.02
C 0.965 0.000 4.092 -0.46 -0.11 -0.13
N 2.223 0.369 4.261 0.35 0.11 -0.22
C 2.909 0.677 3.164 -0.15 -0.08 0.56
C 2.347 0.614 1.902 -0.07 0.03 -0.53
N 1.079 0.243 1.727 0.26 -0.05 0.98
C -4.333 -1.540 4.117 -0.34 -0.13 0.32
C -4.074 -1.564 5.489 0.12 0.04 -0.09
C -5.077 -1.930 6.373 0.04 0.03 -0.17
N -6.297 -2.264 5.981 -0.25 -0.10 0.25
C -6.562 -2.246 4.683 0.15 0.05 0.00
C -5.624 -1.894 3.725 0.07 0.03 -0.12
H -2.721 -0.364 -4.351 0.12 0.05 -0.02
H -0.646 0.215 -3.039 0.04 -0.02 0.05
H -4.674 -1.361 -0.890 0.01 0.01 0.02
H -4.538 -1.413 1.388 0.00 0.00 -0.01
H -1.737 -0.799 4.590 -0.02 -0.02 0.02
H 0.411 -0.254 4.988 -0.03 0.00 -0.02
H 3.937 0.983 3.300 0.02 0.01 -0.08
H 2.907 0.862 1.011 -0.07 -0.03 -0.08
H -3.108 -1.305 5.897 0.01 -0.01 0.02
H -4.891 -1.954 7.440 0.04 0.01 -0.01
H -7.570 -2.524 4.397 0.02 0.01 -0.06
H -5.930 -1.904 2.689 0.00 -0.01 -0.01
C 0.352 0.198 -6.208 0.30 -0.19 0.00
Te 1.753 -0.026 -4.583 -0.24 0.14 -0.73
C 3.189 1.332 -5.420 -0.08 0.03 0.24
H 0.221 1.251 -6.440 0.00 0.03 0.08
H -0.598 -0.229 -5.895 -0.03 -0.01 0.00
H 0.707 -0.335 -7.085 -0.03 0.01 -0.02
H 3.060 1.357 -6.498 -0.01 -0.09 -0.02
H 4.183 0.970 -5.172 0.02 -0.02 -0.02
H 3.048 2.325 -5.003 -0.01 0.01 -0.01
C 1.506 0.556 -1.153 0.59 0.20 0.24
C 2.620 0.884 -1.508 -0.45 -0.07 0.42
C 3.956 1.295 -1.791 0.31 0.08 -0.15
C 4.292 2.654 -1.766 -0.03 -0.14 -0.01
C 5.601 3.049 -1.978 0.03 -0.01 0.00
C 6.587 2.100 -2.214 0.03 0.01 -0.05
C 6.263 0.750 -2.237 0.05 0.04 -0.01
C 4.956 0.344 -2.026 -0.12 0.09 0.00
H 3.519 3.384 -1.565 -0.01 0.01 -0.04
H 5.857 4.100 -1.953 0.00 0.01 -0.01
H 7.608 2.413 -2.381 0.01 0.00 0.01
H 7.035 0.013 -2.414 0.00 -0.01 -0.01
H 4.697 -0.706 -2.026 0.00 -0.01 -0.04
```
Forces are in eV/Å.

## Properties
**Charge**: +1
**Orbital gap**: 4.7 eV


In eV, the electronic energy values for the records above are, in order, -100148.4543 -79795.1045 -48882.3894.